Record 1
# C5H6FP

C5H6FP in the gas phase (ωB97M-V/def2-TZVPD, OMol25).

Results
- ΔE to the lowest compared entry with this formula, charge and spin (eV) = 2.3268
- strongest force on any atom (eV/Å) = 4.1
- lowest unoccupied orbital energy (spin up / spin down) (Eh) = -0.037 / -0.058
- total charge = 0
- spin multiplicity = 1
- HOMO-LUMO gap (spin up / spin down) (eV) = 6.744 / 6.547

Bonds (Å) are listed after each position.
Positions of all 13 atoms, in Å:
1 C -0.22 0.15 -0.60  C2 1.482, C3 1.393, H8 1.052
2 C -1.09 -0.98 -0.99  C1 1.482, C4 1.292, H9 1.097
3 C 0.30 0.55 0.63  C1 1.393, C5 1.523, P7 1.741
4 C -1.46 -1.88 -0.13  C2 1.292, F6 1.331, H13 1.145
5 C 1.36 1.63 0.49  C3 1.523, H10 1.156, H11 1.094, H12 1.148
6 F -2.19 -2.95 -0.45  C4 1.331
7 P 0.15 0.17 2.32  C3 1.741
8 H 0.27 0.70 -1.35  C1 1.052
9 H -1.10 -1.11 -2.08  C2 1.097
10 H 2.47 1.29 0.54  C5 1.156
11 H 1.24 2.39 1.26  C5 1.094
12 H 1.33 1.98 -0.61  C5 1.148
13 H -1.07 -1.92 0.95  C4 1.145



Record 2
# C8H10N2O3

2 unconnected molecules or ions with the total composition C8H10N2O3 (ωB97M-V/def2-TZVPD, OMol25).

Results
- ΔE to the lowest compared entry with this formula, charge and spin (eV) = 5.4828
- strongest force on any atom (eV/Å) = 4.7
- lowest unoccupied orbital energy (Eh) = 0.017
- total charge = 0
- spin multiplicity = 1
- HOMO-LUMO gap (eV) = 8.021

Bonds (Å) are listed after each position.
Positions of all 23 atoms, in Å:
1 C 2.81 0.18 -1.90  C2 1.400, C3 1.369, H14 1.081
2 C 1.48 0.09 -1.46  C1 1.400, C4 1.371, H15 1.059
3 C 3.58 -0.32 -0.89  C1 1.369, N9 1.337, H16 1.093
4 C 1.46 -0.53 -0.24  C2 1.371, C5 1.465, N9 1.413
5 C 0.55 -0.90 0.85  C4 1.465, O13 1.215
6 C -1.63 -0.25 0.60  C7 1.357, N10 1.338
7 C -2.38 -0.65 1.66  C6 1.357, O11 1.366, O12 1.346
8 C -1.64 1.82 -0.55  N10 1.431, H17 1.139, H18 1.125, H19 1.161
9 N 2.81 -0.70 0.13  C3 1.337, C4 1.413, H20 0.944
10 N -1.95 0.42 -0.51  C6 1.338, C8 1.431, H21 1.068
11 O -2.03 -1.59 2.58  C7 1.366, H23 0.953
12 O -3.64 -0.24 1.93  C7 1.346, H22 1.055
13 O 0.77 -1.53 1.86  C5 1.215
14 H 3.09 0.50 -2.90  C1 1.081
15 H 0.85 0.33 -2.28  C2 1.059
16 H 4.65 -0.53 -0.77  C3 1.093
17 H -0.60 2.19 -0.25  C8 1.139
18 H -1.70 2.47 -1.46  C8 1.125
19 H -2.33 2.27 0.27  C8 1.161
20 H 3.11 -0.91 1.00  N9 0.944
21 H -1.84 -0.18 -1.39  N10 1.068
22 H -4.32 -0.16 1.13  O12 1.055
23 H -1.10 -1.80 2.56  O11 0.953



Record 3
# CH3NOS

2 unconnected molecules or ions with the total composition CH3NOS (ωB97M-V/def2-TZVPD, OMol25).

Results
- ΔE to the lowest compared entry with this formula, charge and spin (eV) = 3.6113
- strongest force on any atom (eV/Å) = 4.4
- lowest unoccupied orbital energy (spin up / spin down) (Eh) = -0.069 / -0.069
- total charge = 0
- spin multiplicity = 1
- HOMO-LUMO gap (spin up / spin down) (eV) = 7.787 / 7.798

Bonds (Å) are listed after each position.
Positions of all 7 atoms, in Å:
1 C 0.40 1.21 -0.04  N2 1.223, H5 1.138, H6 1.092
2 N -0.08 1.55 1.03  C1 1.223, H7 1.053
3 O 1.78 -3.60 2.14  S4 1.509
4 S 0.96 -2.35 2.38  O3 1.509
5 H 0.77 1.98 -0.80  C1 1.138
6 H 0.38 0.14 -0.25  C1 1.092
7 H -0.64 0.89 1.63  N2 1.053



Record 4
# C4H11N3

A gas-phase ion, C4H11N3 (charge -1) (ωB97M-V/def2-TZVPD, OMol25).

Results
- ΔE to the lowest compared entry with this formula, charge and spin (eV) = 0.4177
- strongest force on any atom (eV/Å) = 2.0
- lowest unoccupied orbital energy (spin up / spin down) (Eh) = 0.153 / 0.147
- total charge = -1
- spin multiplicity = 2
- HOMO-LUMO gap (spin up / spin down) (eV) = 2.923 / 9.173

Bonds (Å) are listed after each position.
Positions of all 18 atoms, in Å:
1 C -1.08 0.92 1.17  C2 1.515, N7 1.451, H8 1.097, H9 1.096
2 C -0.39 1.16 -0.16  C1 1.515, C3 1.502, H10 1.097, H11 1.093
3 C -0.30 -0.04 -1.06  C2 1.502, N6 1.477, H12 1.107, H13 1.091
4 N 2.52 -0.44 -0.62  C5 1.379, H14 1.013, H15 1.023
5 C 1.52 -1.27 -0.16  N4 1.379, N6 1.271, H16 1.085
6 N 0.28 -1.23 -0.41  C3 1.477, C5 1.271
7 N -2.47 0.52 1.02  C1 1.451, H17 1.007, H18 1.004
8 H -1.02 1.85 1.75  C1 1.097
9 H -0.50 0.19 1.75  C1 1.096
10 H -0.97 1.92 -0.69  C2 1.097
11 H 0.60 1.55 0.07  C2 1.093
12 H 0.29 0.18 -1.96  C3 1.107
13 H -1.27 -0.38 -1.43  C3 1.091
14 H 2.20 0.47 -0.91  N4 1.013
15 H 3.40 -0.43 -0.10  N4 1.023
16 H 1.93 -2.08 0.44  C5 1.085
17 H -3.01 0.43 1.86  N7 1.007
18 H -2.50 -0.37 0.57  N7 1.004



Record 5
# C5H6O

C5H6O in the gas phase (ωB97M-V/def2-TZVPD, OMol25).

Results
- ΔE to the lowest compared entry with this formula, charge and spin (eV) = 1.8174
- strongest force on any atom (eV/Å) = 0.6
- lowest unoccupied orbital energy (Eh) = 0.033
- total charge = 0
- spin multiplicity = 1
- HOMO-LUMO gap (eV) = 10.788

Bonds (Å) are listed after each position.
Positions of all 12 atoms, in Å:
1 C -0.98 -1.03 -0.39  C2 1.528, H7 1.093, H8 1.093, H9 1.093
2 C -0.22 0.05 0.37  C1 1.528, C3 1.528, C5 1.469, H10 1.102
3 C 1.02 -0.52 1.06  C2 1.528, O4 1.205, H11 1.109
4 O 1.27 -1.70 1.12  C3 1.205
5 C 0.18 1.21 -0.44  C2 1.469, C6 1.204
6 C 0.53 2.18 -1.07  C5 1.204, H12 1.068
7 H -1.89 -0.62 -0.84  C1 1.093
8 H -0.35 -1.45 -1.18  C1 1.093
9 H -1.24 -1.84 0.29  C1 1.093
10 H -0.85 0.44 1.19  C2 1.102
11 H 1.69 0.23 1.53  C3 1.109
12 H 0.83 3.04 -1.63  C6 1.068



Record 6
# C6H12O

C6H12O in the gas phase (ωB97M-V/def2-TZVPD, OMol25).

Results
- ΔE to the lowest compared entry with this formula, charge and spin (eV) = 1.6396
- strongest force on any atom (eV/Å) = 0.5
- lowest unoccupied orbital energy (Eh) = 0.041
- total charge = 0
- spin multiplicity = 1
- HOMO-LUMO gap (eV) = 10.586

Bonds (Å) are listed after each position.
Positions of all 19 atoms, in Å:
1 C 2.63 0.13 0.03  C2 1.518, H8 1.096, H9 1.093, H10 1.096
2 C 1.30 0.87 -0.04  C1 1.518, O3 1.424, H11 1.093, H12 1.094
3 O 0.43 0.58 1.05  C2 1.424, C4 1.389
4 C -0.24 -0.61 0.81  O3 1.389, C5 1.491, C6 1.504, H13 1.092
5 C -1.68 -0.81 1.13  C4 1.491, C6 1.523, H14 1.085, H15 1.088
6 C -1.23 -0.72 -0.32  C4 1.504, C5 1.523, C7 1.521, H16 1.086
7 C -1.72 0.50 -1.07  C6 1.521, H17 1.100, H18 1.093, H19 1.095
8 H 2.46 -0.95 0.11  C1 1.096
9 H 3.23 0.46 0.88  C1 1.093
10 H 3.19 0.31 -0.89  C1 1.096
11 H 0.79 0.59 -0.96  C2 1.093
12 H 1.46 1.95 -0.05  C2 1.094
13 H 0.37 -1.51 0.95  C4 1.092
14 H -2.26 0.05 1.45  C5 1.085
15 H -1.96 -1.71 1.67  C5 1.088
16 H -1.13 -1.60 -0.95  C6 1.086
17 H -1.21 0.71 -2.02  C7 1.100
18 H -2.78 0.34 -1.31  C7 1.093
19 H -1.64 1.40 -0.46  C7 1.095



Record 7
# C5H15NO2

2 unconnected molecules or ions with the total composition C5H15NO2 (ωB97M-V/def2-TZVPD, OMol25).

Results
- ΔE to the lowest compared entry with this formula, charge and spin (eV) = 2.5717
- strongest force on any atom (eV/Å) = 2.2
- lowest unoccupied orbital energy (spin up / spin down) (Eh) = -0.133 / -0.335
- total charge = +1
- spin multiplicity = 2
- HOMO-LUMO gap (spin up / spin down) (eV) = 10.487 / 4.784

Bonds (Å) are listed after each position.
Positions of all 23 atoms, in Å:
1 C 0.71 0.34 -1.78  O2 1.403, C3 1.519, H8 1.098, H9 1.105
2 O 0.62 -0.99 -2.22  C1 1.403, H10 0.951
3 C 0.02 0.63 -0.46  C1 1.519, C4 1.539, H11 1.091, H12 1.104
4 C -1.39 0.02 -0.31  C3 1.539, C5 1.568, H13 1.097, H14 1.084
5 C -1.75 -0.35 1.17  C4 1.568, C6 1.533, H15 1.092, H16 1.088
6 C -0.62 -1.10 1.89  C5 1.533, N7 1.446, H17 1.094, H18 1.089
7 N 0.03 -2.11 1.08  C6 1.446, H19 1.016, H20 1.022
8 H 0.27 0.97 -2.56  C1 1.098
9 H 1.78 0.61 -1.85  C1 1.105
10 H 0.24 -1.55 -1.54  O2 0.951
11 H 0.01 1.70 -0.27  C3 1.091
12 H 0.69 0.26 0.33  C3 1.104
13 H -1.49 -0.97 -0.77  C4 1.097
14 H -2.06 0.81 -0.64  C4 1.084
15 H -2.60 -1.03 1.09  C5 1.092
16 H -2.08 0.57 1.66  C5 1.088
17 H -1.11 -1.59 2.73  C6 1.094
18 H 0.13 -0.36 2.15  C6 1.089
19 H -0.23 -3.08 1.24  N7 1.016
20 H 1.04 -1.96 1.07  N7 1.022
21 H 3.32 3.13 -0.36  O23 0.939
22 H 2.03 2.68 -1.08  O23 0.955
23 O 2.44 3.37 -0.56  H21 0.939, H22 0.955



Record 8
# C4H6ClNOS

C4H6ClNOS in the gas phase (ωB97M-V/def2-TZVPD, OMol25).

Results
- ΔE to the lowest compared entry with this formula, charge and spin (eV) = 1.8920
- strongest force on any atom (eV/Å) = 3.4
- lowest unoccupied orbital energy (Eh) = 0.016
- total charge = 0
- spin multiplicity = 1
- HOMO-LUMO gap (eV) = 8.979

Bonds (Å) are listed after each position.
Positions of all 14 atoms, in Å:
1 C -1.98 0.35 2.29  H5 1.098, H6 1.094, H7 1.145, O12 1.363
2 C -0.53 -0.23 0.67  C4 1.355, N11 1.407, O12 1.340
3 C -0.22 1.22 -1.20  H9 1.088, N11 1.320, S13 1.656
4 C 0.14 -1.15 1.39  C2 1.355, H10 1.086, Cl14 1.796
5 H -1.16 0.73 2.91  C1 1.098
6 H -2.18 -0.68 2.60  C1 1.094
7 H -2.94 0.95 2.44  C1 1.145
8 H 0.61 -0.57 -1.06  N11 1.024
9 H -0.93 1.88 -0.70  C3 1.088
10 H 0.05 -1.30 2.46  C4 1.086
11 N -0.12 0.03 -0.65  C2 1.407, C3 1.320, H8 1.024
12 O -1.72 0.34 0.95  C1 1.363, C2 1.340
13 S 0.62 1.71 -2.54  C3 1.656
14 Cl 1.57 -1.91 0.60  C4 1.796